This record from OMol25 describes an isolated molecule of C5H11NO in a non-equilibrium geometry. The level of theory is the ωB97M-V functional and the def2-TZVPD basis.

Last column: Löwdin charge in e.
CARTESIAN COORDINATES (ANGSTROEM)
1 H -2.936 1.107 -0.718  0.072
2 C 0.355 0.372 -0.827  -0.126
3 H -2.470 0.988 -2.437  0.068
4 N 0.957 -0.734 1.375  0.011
5 H 1.035 -1.673 1.727  0.132
6 O -0.756 -1.466 0.148  0.035
7 H 2.875 -0.361 2.171  0.083
8 H 1.822 1.068 1.879  0.085
9 H -0.871 1.939 -0.127  0.100
10 H 1.233 0.989 -0.681  0.086
11 C -0.810 1.373 -1.042  -0.231
12 H -2.133 -0.300 -1.316  0.058
13 H 0.575 -0.252 -1.695  0.131
14 C -2.162 0.784 -1.414  -0.101
15 C 0.114 -0.617 0.291  -0.482
16 H 2.669 0.195 0.558  0.072
17 H -0.423 2.022 -1.826  0.100
18 C 2.144 0.098 1.507  -0.095

Frontier orbital gap: 10.3 eV
Relative energy (zero: lowest compared OMol25 entry of this formula, charge and spin): 70.39 kJ/mol
SMILES: CCCC(=O)NC
E_tot: -8900.9678 eV

This record from OMol25 describes C41H32BrN2O5PPtS2 as an isolated structure in a non-equilibrium geometry. The level of theory is the ωB97M-V functional and the def2-TZVPD basis.

Last column: Löwdin charge in e.
CARTESIAN COORDINATES (ANGSTROEM)
1 C 3.229 -2.498 -0.867  -0.154
2 H -3.094 -0.601 -0.284  0.103
3 C -1.202 -2.716 1.497  -0.357
4 H -2.900 0.924 -1.593  0.099
5 C -3.194 0.919 1.240  -0.290
6 O 1.711 0.434 2.121  -0.363
7 C -2.437 1.893 -1.719  -0.042
8 C -0.573 -4.552 3.026  -0.066
9 C 2.297 -3.533 -0.674  -0.204
10 C -3.710 -0.127 0.468  -0.115
11 H -2.914 -1.624 2.162  0.084
12 C -1.026 2.694 2.134  -0.296
13 H -5.396 -1.394 0.103  0.125
14 C -2.258 -2.438 2.405  0.002
15 H -0.547 4.175 -0.033  0.113
16 C 5.179 -0.589 -0.892  -0.018
17 H 5.280 -4.043 -3.106  0.127
18 H 1.301 -1.413 -5.842  0.118
19 H 1.115 2.680 4.755  0.140
20 C 1.690 3.147 -1.935  -0.193
21 C 4.014 -0.460 -0.122  -0.138
22 H -2.089 4.349 -4.012  0.126
23 C -5.747 -0.041 1.732  -0.030
24 H -0.834 5.381 -2.145  0.129
25 C -1.586 3.964 2.284  -0.067
26 C -2.550 2.558 -2.925  -0.027
27 O 0.357 -0.062 4.086  -0.191
28 C -3.955 1.477 2.268  -0.043
29 P -1.548 1.547 0.868  1.276
30 H -0.070 -0.418 -1.913  0.081
31 H -0.328 -1.698 -4.005  0.118
32 O 0.650 1.312 -0.272  -0.655
33 H 1.649 3.920 -1.170  0.066
34 H 2.557 3.303 -2.576  0.071
35 H 3.632 -5.834 -2.759  0.122
36 C -0.181 4.324 4.210  -0.008
37 H 3.241 0.091 -5.557  0.119
38 H 0.134 4.957 5.029  0.129
39 O -1.018 -2.046 0.380  -0.208
40 C 0.781 -4.092 1.047  -0.022
41 N 1.273 -3.237 0.217  0.016
42 C 2.454 -4.723 -1.342  0.025
43 C 2.529 -0.036 -4.753  -0.051
44 C -1.128 3.728 -0.828  -0.103
45 N 3.048 -1.356 -0.155  0.005
46 H -5.826 1.428 3.293  0.121
47 C -1.570 -4.200 3.893  -0.691
48 C 5.319 -1.666 -1.726  0.032
49 C 4.452 -3.903 -2.423  -0.002
50 H -3.079 2.091 -3.744  0.125
51 H 3.548 1.324 -3.441  0.117
52 C 0.521 -1.039 -3.881  -0.046
53 H -3.189 -2.847 4.279  0.113
54 C 3.530 -4.895 -2.231  -0.035
55 C -4.991 -0.592 0.705  -0.042
56 C 0.370 3.059 4.066  0.000
57 H 5.953 0.163 -0.817  0.122
58 C 1.436 -0.879 -4.911  -0.050
59 H -1.596 5.752 3.458  0.127
60 C -1.156 4.774 3.324  -0.019
61 H 6.187 -1.764 -2.366  0.135
62 H 1.738 -5.521 -1.191  0.127
63 C -1.279 4.402 -2.024  -0.062
64 C 1.740 0.543 -2.569  -0.385
65 H 0.778 3.122 -2.523  0.054
66 H 0.076 -5.389 3.258  0.119
67 H 1.264 -5.062 1.170  0.158
68 C -2.412 -3.129 3.580  -0.083
69 C -0.052 2.269 3.014  -0.242
70 C 4.345 -2.687 -1.709  -0.131
71 S 0.426 0.583 2.820  0.582
72 C -1.752 2.491 -0.652  -0.280
73 H 3.879 0.373 0.553  0.102
74 C 2.694 0.668 -3.571  -0.086
75 Pt 0.960 -1.075 0.495  1.124
76 H -3.564 2.280 2.878  0.108
77 C -5.230 0.994 2.502  -0.038
78 H -2.375 4.297 1.623  0.127
79 O -0.694 0.110 1.874  -0.437
80 C 0.671 -0.331 -2.696  -0.087
81 C -0.347 -3.805 1.860  -0.141
82 H -6.735 -0.431 1.937  0.122
83 Br -1.808 -5.134 5.509  0.791
84 S 1.914 1.566 -1.092  1.022
85 C -1.984 3.819 -3.074  -0.020

Frontier orbital gap: 4.5 eV
E_tot: -160485.1521 eV
Net charge: +2